[1]
31
Properties=species:S:1:pos:R:3:mulliken_charge:R:1 method="wB97M-V/def2-TZVPD" de_lowest_kcal_mol=0.0 homo_ev=-1.19 charge=-2 e_lumo_ha=0.164
N 0.00534 2.22235 -0.32250 -0.183
C 3.74583 -2.75143 -0.64016 -0.539
O 5.96958 -4.32984 -0.91859 -0.658
H 1.25827 5.05088 -1.00039 0.284
C 0.64805 3.00393 -1.26711 0.581
O 0.81449 -4.29273 -4.23367 -0.659
H -0.28152 4.82081 -1.83164 0.225
S -1.88075 0.49617 -1.81559 -0.845
C 1.51040 -2.19061 -1.43169 0.493
O 3.26276 -1.35541 1.65772 -0.739
O -1.25837 2.58236 1.58550 -0.654
C 0.33685 4.47028 -1.00439 -0.477
N 5.13292 -4.42803 -1.80345 1.021
H 3.06809 -4.47213 -3.48131 0.556
C 2.54518 -1.07062 0.69692 0.421
H 4.52336 -2.62703 0.09888 0.532
O 0.09883 -2.28971 -3.91388 -0.496
N 0.81223 -3.21746 -3.63321 0.915
Au 0.11245 0.25316 -0.70637 0.832
O 0.33126 -1.72015 -1.26810 -0.856
C 2.93416 -3.79694 -2.65084 -0.237
C -0.62878 2.97605 0.62775 0.360
O 1.34767 2.61523 -2.17096 -0.613
C -0.41072 4.45464 0.32143 -0.345
C 1.78349 -3.05763 -2.54152 -0.223
O 1.81377 -0.03068 0.61210 -0.753
C 3.91866 -3.64790 -1.69609 -0.253
O 5.27739 -5.16110 -2.77421 -0.673
C 2.59456 -2.02001 -0.50202 0.470
H -1.38252 4.94628 0.29514 0.269
H 0.16125 4.88706 1.14357 0.244

---

[2]
26
Properties=species:S:1:pos:R:3:mulliken_charge:R:1 method="wB97M-V/def2-TZVPD" spin_multiplicity=3 homo_ev="-16.16 / -16.17" charge=+2 s_squared=2.01 e_lumo_ha="-0.305 / -0.443"
O -2.02765 2.24162 -2.45895 -0.098
H -0.32004 -2.44334 2.51713 0.467
O 2.44532 1.68009 -2.44449 -0.080
C 0.13599 1.06137 0.68710 -0.266
O -0.01623 -0.11285 -7.97769 -0.117
H 0.36938 1.88803 4.24552 0.138
H 0.23681 1.86006 -0.06738 0.449
C -1.18609 1.45529 -2.57272 0.329
C 0.15630 1.14076 2.08465 -0.765
C -0.00755 -0.16316 2.68079 1.262
O 1.93462 -2.42722 -2.46276 -0.124
N -0.03075 -0.15214 0.18799 -0.146
C -0.18551 -1.35864 0.67799 0.101
C -0.18733 -1.45174 2.06221 -0.708
C -1.55249 -1.22829 -2.60480 0.334
C -0.07835 -0.06335 -6.83312 0.106
H 0.28803 2.15812 2.52108 0.243
N 0.17507 0.99313 4.75967 -0.260
H -0.29022 -2.11722 -0.09818 0.479
C 1.12944 -1.58411 -2.61462 0.339
O -0.15354 -1.28223 4.74644 -0.559
Pd -0.03102 -0.06950 -1.83334 0.288
H 0.21421 0.98209 5.74751 0.244
C 1.48207 1.10537 -2.61822 0.321
O -2.50035 -1.88603 -2.47696 -0.102
C -0.00012 -0.22612 4.14516 0.123

---

[3]
29
Properties=species:S:1:pos:R:3:mulliken_charge:R:1 method="wB97M-V/def2-TZVPD" de_lowest_kcal_mol=8.9 homo_ev=-5.24 charge=-1 e_lumo_ha=0.078
C -1.76176 0.78964 2.50628 -0.444
C 0.79625 3.37690 -0.25806 -0.265
O -2.84451 4.15603 2.26018 -0.749
C 1.44306 4.62081 -0.39117 -0.358
C -0.15458 -1.51451 2.34821 -0.496
O -1.74904 6.17568 2.22272 -0.207
H -3.40514 -0.57921 2.82401 0.361
O 0.18914 2.05684 1.85321 -0.472
H 0.50554 -2.38099 2.29785 0.446
N 1.21857 2.23263 -0.98169 1.069
N 1.10171 5.74348 0.26487 -0.698
N -0.57018 6.71330 1.66981 -0.587
N 1.83578 -0.12674 2.02175 1.005
C -0.75966 4.47037 1.16261 -0.306
O 2.48729 -1.21196 1.97033 -0.677
C -0.40860 3.21279 0.57014 0.459
C 0.41133 -0.25152 2.20918 -0.246
H 2.30062 4.66254 -1.07072 0.463
H -2.39252 1.67094 2.61180 0.408
O 2.37916 0.99060 1.89814 -0.558
O 0.47747 1.21524 -0.98637 -0.640
C -2.32883 -0.47668 2.62944 -0.475
N -1.87558 4.79491 1.88342 0.735
O 2.30396 2.30881 -1.60917 -0.683
C -1.53286 -1.63255 2.51904 -0.417
H -1.21324 2.57610 0.18680 0.544
C -0.01250 5.66850 0.97584 0.672
C -0.38940 0.95174 2.19077 0.785
H -1.97749 -2.62956 2.57466 0.331

---

[4]
27
Properties=species:S:1:pos:R:3:mulliken_charge:R:1 method="wB97M-V/def2-TZVPD" de_lowest_kcal_mol=30.2 homo_ev=-3.47 charge=-1 e_lumo_ha=0.089
C -4.15517 -0.02335 -2.12373 -0.412
H 3.17098 -0.49448 3.02135 0.473
C -2.77729 0.06672 -1.98756 -0.452
N 2.90767 0.09298 -1.33229 -0.091
O 5.75056 0.25577 1.65653 -0.616
C 2.21431 -0.09500 0.66667 -0.275
C -4.36240 -0.26633 0.25626 -0.383
C 4.59922 -0.04249 1.84408 0.465
Br -6.82594 -0.31824 -1.17615 -0.249
H 2.82155 0.17602 -2.32916 0.195
O -0.01380 0.05620 1.37349 -0.478
C 1.17669 -0.15976 1.76651 0.803
H 4.98461 0.23625 -1.02060 0.506
C 4.00967 0.11382 -0.58532 -0.556
H -2.53399 -0.23381 1.36760 0.387
Ga -0.16930 0.17429 -0.57480 1.161
O 1.54925 -0.41789 2.90677 -0.811
H -4.61080 0.03686 -3.10359 0.358
H -4.98146 -0.39620 1.13408 0.375
O 4.16990 -0.44036 3.01829 -0.542
H -2.16498 0.20349 -2.86874 0.248
C -2.16936 -0.00608 -0.73176 -0.759
C 3.62067 -0.03182 0.72934 0.368
N 1.80308 -0.03335 -0.60083 0.133
C -2.98187 -0.17671 0.38764 -0.098
C -4.93561 -0.19041 -0.99736 0.101
O -0.09619 1.91386 -0.69669 -0.850

---

no.,F_max (eV/Å),E (a.u.)
1,0.87,-1798.031299
2,8.96,-1110.794405
3,2.95,-1222.960380
4,4.42,-5407.953701